Molecular formula: C34H37N6O6P
Method: DFT, wB97M-V/def2-TZVPD

Output
total charge: 0
structure (SMILES): O=C1OC[C@@H](P(=O)(O)O)[C@@H]1O.c1ccncc1.c1ccncc1.c1ccncc1.c1ccncc1.c1ccncc1.c1ccncc1

Last column: Mulliken charge in e.
Atoms and positions in Å:
1 O 3.274 1.088 4.179  -0.508
2 C 2.695 1.761 3.441  0.566
3 O 2.738 3.136 3.381  -0.308
4 C 1.859 3.603 2.310  -0.500
5 C 0.757 2.514 2.386  0.042
6 P -0.691 2.625 1.259  0.939
7 O -0.504 3.683 0.271  -0.745
8 O -1.984 3.037 2.204  -0.545
9 O -1.080 1.191 0.610  -0.258
10 C 1.722 1.294 2.291  -0.490
11 O 1.168 0.009 2.383  -0.372
12 H 1.435 4.611 2.407  0.450
13 H 2.518 3.452 1.435  0.230
14 H 0.427 2.457 3.447  0.278
15 H -1.754 2.695 3.088  0.360
16 H -1.242 0.594 1.371  0.215
17 H 2.248 1.357 1.317  0.318
18 H 1.084 -0.186 3.332  0.327
19 C -1.513 -4.706 1.747  -0.310
20 C -2.312 -4.278 2.797  -0.613
21 C -2.475 -2.914 2.984  -0.155
22 N -1.903 -1.987 2.212  -0.115
23 C -1.136 -2.422 1.206  0.121
24 C -0.911 -3.761 0.932  -0.862
25 H -1.362 -5.763 1.567  0.400
26 H -2.797 -4.985 3.455  0.371
27 H -3.093 -2.532 3.790  0.365
28 H -0.685 -1.645 0.599  0.418
29 H -0.282 -4.055 0.102  0.419
30 C 1.060 -1.435 -4.475  -0.362
31 C 1.186 -0.291 -3.704  -0.721
32 C 0.622 -0.290 -2.437  -0.061
33 N -0.039 -1.327 -1.918  -0.160
34 C -0.150 -2.418 -2.680  -0.238
35 C 0.379 -2.525 -3.957  -0.603
36 H 1.487 -1.478 -5.470  0.480
37 H 1.710 0.580 -4.075  0.397
38 H 0.697 0.581 -1.795  0.381
39 H -0.694 -3.244 -2.234  0.476
40 H 0.260 -3.436 -4.527  0.372
41 C -6.530 1.722 2.503  -0.379
42 C -5.284 1.135 2.364  -0.365
43 C -4.561 0.853 3.512  -0.386
44 N -4.993 1.118 4.747  -0.558
45 C -6.196 1.684 4.858  -0.260
46 C -7.001 2.003 3.776  -0.296
47 H -7.128 1.957 1.631  0.377
48 H -4.880 0.901 1.388  0.380
49 H -3.580 0.390 3.453  0.747
50 H -6.520 1.889 5.873  0.371
51 H -7.970 2.461 3.926  0.362
52 C -3.256 -4.975 -6.996  -0.193
53 C -2.015 -5.579 -7.111  -0.392
54 C -1.305 -5.847 -5.951  -0.205
55 N -1.746 -5.555 -4.725  -0.497
56 C -2.944 -4.972 -4.638  -0.134
57 C -3.735 -4.664 -5.734  -0.425
58 H -3.842 -4.750 -7.878  0.369
59 H -1.605 -5.837 -8.079  0.362
60 H -0.330 -6.322 -5.992  0.386
61 H -3.276 -4.744 -3.631  0.382
62 H -4.699 -4.193 -5.602  0.358
63 C 3.316 8.918 4.635  -0.136
64 C 2.165 9.350 3.995  -0.435
65 C 1.556 8.493 3.092  -0.212
66 N 2.016 7.275 2.800  -0.386
67 C 3.126 6.881 3.427  0.081
68 C 3.810 7.657 4.349  -0.699
69 H 3.821 9.558 5.349  0.370
70 H 1.749 10.329 4.191  0.347
71 H 0.652 8.785 2.568  0.371
72 H 3.476 5.887 3.166  0.343
73 H 4.705 7.283 4.828  0.352
74 C 5.097 -3.193 -2.461  -0.507
75 C 6.384 -3.567 -2.811  -0.314
76 C 6.784 -3.391 -4.126  -0.300
77 N 5.999 -2.884 -5.079  -0.556
78 C 4.763 -2.532 -4.721  -0.260
79 C 4.265 -2.663 -3.434  0.319
80 H 4.745 -3.314 -1.443  0.399
81 H 7.063 -3.986 -2.080  0.371
82 H 7.783 -3.666 -4.446  0.347
83 H 4.148 -2.125 -5.517  0.336
84 H 3.254 -2.359 -3.201  0.169


Molecular formula: C34H37N8O8Sc
Method: DFT, wB97M-V/def2-TZVPD

Output
total charge: 0
relative energy (zero: lowest compared OMol25 entry of this formula, charge and spin): 0.018 eV

Last column: Mulliken charge in e.
Atoms and positions in Å:
1 Sc 0.054 -0.124 -0.685  -0.905
2 O 0.496 -2.101 -0.521  0.518
3 C 0.672 -3.050 0.342  0.028
4 C 1.098 -4.329 -0.081  -0.883
5 C 1.274 -5.354 0.819  -0.473
6 C 1.036 -5.171 2.185  -0.869
7 C 0.629 -3.932 2.622  -0.898
8 C 0.451 -2.861 1.732  1.016
9 C 0.024 -1.593 2.289  -0.505
10 N -0.148 -0.492 1.667  0.932
11 C -0.658 0.638 2.437  -0.932
12 C -1.845 1.212 1.681  -0.958
13 N -1.390 1.494 0.327  0.952
14 C -1.894 2.488 -0.292  -0.481
15 C -1.482 2.908 -1.619  0.749
16 C -2.314 3.741 -2.375  -0.777
17 C -1.937 4.173 -3.629  -0.865
18 C -0.685 3.797 -4.122  -0.548
19 C 0.170 3.006 -3.383  -0.516
20 C -0.210 2.527 -2.116  0.140
21 O 0.595 1.773 -1.414  -0.595
22 H 1.275 -4.474 -1.139  0.441
23 H 1.602 -6.323 0.459  0.436
24 H 1.176 -5.985 2.884  0.420
25 H 0.446 -3.762 3.677  0.402
26 H -0.180 -1.624 3.366  0.151
27 H -0.939 0.340 3.452  0.525
28 H 0.128 1.394 2.490  0.167
29 H -2.639 0.462 1.632  0.090
30 H -2.229 2.111 2.172  0.664
31 H -2.682 3.084 0.183  0.283
32 H -3.274 4.035 -1.963  0.411
33 H -2.594 4.800 -4.216  0.422
34 H -0.374 4.138 -5.103  0.452
35 H 1.145 2.720 -3.759  0.516
36 N 2.004 2.150 0.994  -0.244
37 C 2.853 1.098 0.706  0.480
38 C 4.178 1.086 1.156  -0.995
39 C 4.980 0.014 0.841  -0.260
40 C 4.464 -1.020 0.069  -1.321
41 C 3.148 -0.938 -0.328  -0.493
42 N 2.337 0.079 0.004  0.700
43 H 2.481 2.970 1.335  0.281
44 H 1.369 2.339 0.217  0.186
45 H 4.556 1.923 1.728  0.372
46 H 6.008 -0.011 1.180  0.425
47 H 5.065 -1.869 -0.221  0.446
48 H 2.693 -1.704 -0.939  0.719
49 C -2.448 -4.337 -1.089  -0.340
50 C -3.508 -3.654 -0.233  -1.161
51 N -4.032 -2.425 -0.816  0.240
52 C -5.335 -2.494 -1.465  -0.819
53 C -5.304 -3.136 -2.847  -0.992
54 C -3.243 -1.315 -0.871  0.888
55 C -3.762 -0.128 -1.634  -0.971
56 N -2.096 -1.215 -0.292  0.580
57 H -2.036 -5.198 -0.560  0.360
58 H -1.624 -3.662 -1.321  -0.162
59 H -2.873 -4.682 -2.031  0.328
60 H -3.114 -3.441 0.766  0.430
61 H -4.355 -4.325 -0.082  0.382
62 H -5.753 -1.493 -1.527  0.387
63 H -6.001 -3.058 -0.807  0.449
64 H -4.629 -2.594 -3.512  0.192
65 H -6.299 -3.130 -3.293  0.424
66 H -4.967 -4.171 -2.794  0.279
67 H -4.601 0.330 -1.104  0.461
68 H -4.113 -0.403 -2.630  0.370
69 H -2.963 0.595 -1.743  -0.586
70 H -1.843 -2.048 0.228  -0.570
71 O 1.278 -0.569 -2.904  -0.584
72 C 0.128 -0.459 -3.344  0.152
73 O -0.889 -0.321 -2.591  0.435
74 C -0.122 -0.459 -4.827  0.246
75 C 0.941 -0.593 -5.708  -0.226
76 C 0.680 -0.571 -7.066  -0.444
77 C -0.593 -0.427 -7.585  -0.415
78 C -1.621 -0.299 -6.672  -0.235
79 C -1.413 -0.307 -5.306  -0.659
80 N -3.001 -0.153 -7.179  1.103
81 O -3.157 -0.106 -8.381  -0.638
82 O -3.897 -0.093 -6.361  -0.628
83 N 1.807 -0.711 -8.014  1.080
84 O 1.546 -0.696 -9.200  -0.634
85 O 2.924 -0.794 -7.549  -0.618
86 H 1.946 -0.707 -5.328  0.746
87 H -0.773 -0.416 -8.648  0.629
88 H -2.234 -0.188 -4.615  0.715


Record order is preserved below.
Highest occupied orbital energy: -9.66 -7.92 eV
Record order is preserved below.
Strongest force on any atom: 0.089 0.010 hartree/bohr